Molecular formula: C29H37N2O5P
Method: DFT, ωB97M-V with the def2-TZVPD basis set

```
74
Properties=species:S:1:pos:R:3:forces:R:3
C -3.1697 -2.4007 3.1004 0.29 0.03 -0.18
C -1.9500 -2.1181 2.2389 0.56 0.39 0.26
O -0.8910 -1.6366 3.1140 -0.42 -0.16 -0.28
P 0.5027 -1.0469 2.5268 -0.41 -0.93 -0.62
C 0.7253 -2.0840 1.1238 0.64 0.25 0.40
C 1.9597 -2.0063 0.3964 -0.13 -0.45 0.31
O 2.7382 -2.9397 0.1649 -0.49 1.00 -0.35
O 2.1526 -0.7250 -0.0955 1.02 -0.52 -0.08
C 3.5009 -0.4075 -0.5147 -0.62 -0.39 0.03
C 4.1036 0.5956 0.4443 0.65 0.25 0.21
O 0.5531 0.4150 2.3246 0.05 -0.20 0.35
O 1.4848 -1.5339 3.7160 0.15 0.76 0.20
C 2.2288 -0.5396 4.4868 -0.30 0.03 -0.56
C 1.9234 -0.6700 5.9611 0.06 -0.18 0.00
H -4.0361 -2.5080 2.4459 -0.10 -0.12 0.07
H -3.0261 -3.3250 3.6674 -0.11 0.21 0.04
H -3.3473 -1.5635 3.7828 0.03 -0.18 -0.09
H -1.6013 -3.0292 1.7168 -0.23 0.38 0.26
H -2.1752 -1.3475 1.4828 0.08 -0.23 0.30
H 0.4250 -3.1142 1.3000 0.19 -0.03 0.20
H 4.0884 -1.3344 -0.4983 -0.25 0.23 -0.30
H 3.4274 -0.0181 -1.5388 0.01 -0.08 0.17
H 4.5607 1.4269 -0.1058 -0.14 -0.02 0.21
H 3.3856 0.9847 1.1836 0.11 -0.18 -0.42
H 4.9122 0.0840 0.9761 -0.10 0.30 0.21
H 3.2922 -0.7160 4.2739 -0.24 0.04 0.11
H 1.9550 0.4680 4.1295 0.14 -0.45 0.04
H 2.4743 0.1011 6.4996 0.00 0.07 0.07
H 0.8557 -0.5399 6.1608 0.14 -0.04 -0.08
H 2.2488 -1.6378 6.3485 -0.12 0.01 -0.03
C 0.6408 -3.0887 -2.4263 -0.42 -0.58 0.37
C 0.6370 -1.6435 -2.6997 0.77 1.07 -0.18
N 1.3353 -1.0838 -3.7105 -0.56 -0.61 0.62
C 2.2070 -1.8119 -4.6062 0.19 -0.31 -0.03
C 1.0919 0.2973 -3.7805 -0.08 0.28 0.15
C 0.1349 0.6112 -2.7987 0.50 0.14 -0.40
C -0.3530 1.9169 -2.7837 0.19 0.59 -0.16
C 0.3036 2.9028 -3.5470 -0.16 -0.61 -0.02
C 1.3338 2.5722 -4.4397 -0.14 -0.41 0.01
C 1.6870 1.2301 -4.6227 -0.17 0.09 0.30
C -0.0756 -0.6108 -2.0090 -0.28 0.53 -0.25
C -0.7821 -0.7279 -0.8303 -0.26 -1.54 -1.56
C -1.6193 0.3058 -0.3345 -1.64 1.89 0.78
C -3.0389 0.4187 -0.3509 2.31 -0.11 0.29
C -4.0590 -0.4801 -0.9152 -0.32 -0.58 -0.32
N -3.3882 1.6227 0.1698 -0.03 0.34 0.57
C -4.7480 2.1005 0.2912 0.08 0.01 0.07
C -2.2586 2.3175 0.6026 -0.01 -0.60 -0.71
C -1.1303 1.5543 0.2273 -1.17 0.28 -0.32
C 0.1162 2.1441 0.3069 0.76 0.41 0.31
C 0.2336 3.4218 0.8527 -0.09 -0.23 -0.07
C -0.8969 4.1296 1.3156 -0.30 -0.42 -0.14
C -2.1735 3.5748 1.1807 0.27 0.50 0.22
H -0.2695 -3.2913 -1.8480 0.28 -0.17 -0.10
H 0.5970 -3.6916 -3.3482 0.12 0.28 0.29
H 1.4935 -3.4104 -1.8044 -0.14 0.22 -0.26
H 2.6998 -1.1016 -5.2690 -0.05 -0.20 0.08
H 2.9647 -2.3496 -4.0241 -0.12 0.11 -0.17
H 1.6390 -2.5354 -5.2050 0.12 0.21 0.10
H -1.2358 2.1713 -2.2022 0.45 0.08 0.08
H 0.0023 3.9418 -3.4600 -0.09 -0.16 0.00
H 1.8319 3.3486 -5.0238 -0.21 -0.25 0.18
H 2.4027 0.9062 -5.3699 0.02 0.28 0.07
H -0.7329 -1.6782 -0.3006 -0.42 -0.17 -0.30
H -3.5535 -1.3585 -1.3289 -0.20 0.10 0.00
H -4.7831 -0.8323 -0.1592 0.23 0.20 -0.25
H -4.6166 0.0164 -1.7315 0.17 -0.26 0.34
H -4.7202 3.0352 0.8486 -0.17 -0.14 -0.02
H -5.2008 2.2979 -0.6846 0.08 -0.04 0.03
H -5.3600 1.3710 0.8252 -0.04 0.13 0.02
H 0.9779 1.5826 -0.0506 -0.06 0.23 0.26
H 1.2231 3.8719 0.9528 -0.31 -0.12 -0.08
H -0.7758 5.1161 1.7645 -0.04 -0.29 -0.10
H -3.0828 4.0831 1.5143 0.48 0.04 -0.11
```
Positions in Å, forces in eV/Å.

Calculated values
orbital gap	5.72	eV
M	524.6	g/mol
relative energy (zero: lowest compared OMol25 entry of this formula, charge and spin)	7.6	kJ/mol

Here are the Löwdin charges for atoms 1 to 6, given in e: C -0.07; C -0.28; O -0.22; P 0.51; C -0.15; C -0.58